1.
Formula: C4H14N2O2
Source: the OMol25 dataset
Level of theory: ωB97M-V/def2-TZVPD

Each line ends with the Löwdin charge.
Element x y z (Å)
N (-2.26, -1.81, 0.21)  -0.01
C (-0.81, -1.82, -0.06)  -0.27
C (-0.32, -0.71, -1.00)  -0.18
C (0.07, 0.60, -0.32)  -0.41
N (1.37, 0.50, 0.30)  0.05
C (0.02, 1.71, -1.39)  -0.22
O (0.57, 2.95, -0.92)  -0.08
H (-2.50, -1.16, 0.95)  0.06
H (-2.77, -1.51, -0.62)  0.06
H (-0.29, -1.79, 0.89)  0.08
H (-0.59, -2.78, -0.53)  0.10
H (0.53, -1.08, -1.58)  0.12
H (-1.11, -0.50, -1.72)  0.11
H (-0.66, 0.85, 0.45)  0.14
H (2.08, 0.21, -0.35)  0.09
H (1.68, 1.42, 0.61)  0.09
H (0.74, 1.41, -2.15)  0.12
H (-1.00, 1.84, -1.77)  0.12
H (0.02, 3.34, -0.23)  0.09
O (1.10, -1.27, 2.76)  -0.09
H (1.48, -1.03, 1.90)  -0.01
H (1.71, -1.91, 3.17)  0.04

- energy relative to the best compared isomer or geometry (same formula, charge and spin) (kJ/mol) = 57.78
- SMILES = NCC[C@@H](N)CO.O
- charge = 0
- electronic energy (eV) = -11450.0913
- multiplicity = 1
- max |F| (eV/A) = 1.14
- E_LUMO (hartree) = 0.028

2.
Formula: C13H27Cl2HfN2OP2
Source: the OMol25 dataset
Level of theory: ωB97M-V/def2-TZVPD

Each line ends with the Löwdin charge.
Element x y z (Å)
C (1.24, -0.13, -6.55)  -0.06
C (0.87, 0.24, -5.15)  -0.80
H (2.33, -0.14, -6.63)  0.10
H (0.83, 0.60, -7.26)  0.11
H (0.85, -1.12, -6.80)  0.10
O (1.62, 0.50, -4.22)  -0.01
Cl (-0.91, 0.28, -4.89)  0.63
Hf (-0.20, -0.08, -0.23)  1.26
P (-0.08, 2.52, -0.51)  0.67
C (1.01, 3.58, 0.49)  -0.23
C (0.07, 3.04, -2.24)  -0.25
H (-0.11, 4.12, -2.38)  0.09
H (-1.87, 4.21, -0.25)  0.09
H (-0.63, 2.47, -2.86)  0.03
H (-2.53, 2.58, -0.59)  0.03
H (2.06, 3.35, 0.22)  0.06
H (1.08, 2.79, -2.60)  0.06
C (-1.76, 3.14, -0.04)  -0.24
H (0.83, 4.66, 0.35)  0.09
H (-1.93, 2.97, 1.04)  0.05
H (0.87, 3.34, 1.55)  0.05
P (0.18, -2.66, -0.16)  0.66
C (1.35, -3.51, 0.94)  -0.24
C (-1.44, -3.34, 0.40)  -0.24
H (-0.36, -2.96, -2.50)  0.06
H (0.27, -4.49, -1.80)  0.09
H (1.38, -3.14, -2.19)  0.06
C (0.38, -3.39, -1.81)  -0.24
H (-2.26, -2.92, -0.22)  0.02
H (-1.46, -4.44, 0.34)  0.09
H (1.25, -4.60, 0.92)  0.09
H (1.20, -3.16, 1.97)  0.05
H (-1.63, -3.04, 1.45)  0.06
H (2.38, -3.24, 0.65)  0.06
Cl (-2.38, -0.24, -1.05)  0.20
N (-0.23, 0.29, 6.12)  0.23
C (-0.21, 0.21, 4.76)  -0.24
C (0.98, -0.07, 4.06)  0.04
C (1.00, -0.13, 2.68)  -0.10
N (-0.15, 0.03, 1.94)  -0.20
C (-1.34, 0.30, 2.61)  -0.10
C (-1.36, 0.41, 3.98)  0.03
H (0.59, 0.14, 6.67)  0.14
H (-1.09, 0.49, 6.61)  0.15
H (1.91, -0.23, 4.61)  0.14
H (1.93, -0.30, 2.12)  0.13
H (-2.24, 0.41, 2.00)  0.11
H (-2.30, 0.65, 4.47)  0.15

- energy relative to the best compared isomer or geometry (same formula, charge and spin) (kJ/mol) = 0.00
- charge = +3
- electronic energy (eV) = -63851.9884
- multiplicity = 1
- max |F| (eV/A) = 2.83
- E_LUMO (hartree) = -0.422

3.
Formula: C12H17NO2
Source: the OMol25 dataset
Level of theory: ωB97M-V/def2-TZVPD

Each line ends with the Löwdin charge.
Element x y z (Å)
O (-2.38, 2.32, 1.06)  0.11
C (-1.85, 1.29, 1.37)  -0.47
O (-0.50, 1.35, 1.69)  0.09
C (-2.66, -0.05, 1.21)  -0.07
C (-2.10, -0.94, 0.06)  -0.18
C (-2.04, -0.33, -1.38)  -0.18
C (-0.80, 0.62, -1.69)  -0.20
C (0.41, -0.14, -2.23)  -0.21
C (1.20, -1.12, -1.33)  -0.15
C (1.78, -0.48, -0.10)  -0.22
C (2.46, 0.73, 0.01)  -0.02
C (2.85, 1.26, 1.26)  -0.05
C (2.75, 0.37, 2.32)  -0.11
N (1.99, -0.83, 2.30)  0.05
C (1.54, -1.17, 1.11)  -0.16
H (-0.12, 0.55, 1.98)  0.05
H (-3.66, 0.24, 0.86)  0.12
H (-2.66, -0.56, 2.14)  0.10
H (-2.69, -1.90, 0.01)  0.12
H (-1.08, -1.33, 0.20)  0.07
H (-1.90, -1.15, -2.10)  0.10
H (-2.94, 0.17, -1.78)  0.11
H (-1.31, 1.33, -2.39)  0.12
H (-0.50, 1.12, -0.78)  0.08
H (0.11, -0.53, -3.27)  0.13
H (1.14, 0.70, -2.38)  0.10
H (0.50, -1.83, -0.96)  0.08
H (2.03, -1.48, -1.98)  0.13
H (2.71, 1.29, -0.88)  0.11
H (3.42, 2.15, 1.29)  0.09
H (3.23, 0.51, 3.36)  0.12
H (1.07, -2.15, 0.99)  0.12

- energy relative to the best compared isomer or geometry (same formula, charge and spin) (kJ/mol) = 75.75
- SMILES = O=C(O)CCCCCCc1cccnc1
- charge = 0
- electronic energy (eV) = -18303.9117
- multiplicity = 1
- max |F| (eV/A) = 3.24
- E_LUMO (hartree) = 0.022

4.
Formula: C2H8N2
Source: the OMol25 dataset
Level of theory: ωB97M-V/def2-TZVPD

Each line ends with the Löwdin charge.
Element x y z (Å)
C (-1.67, 1.51, -0.77)  -0.11
N (-0.83, 2.03, 0.03)  -0.07
C (0.50, 1.32, -0.09)  -0.14
H (-1.62, 0.47, -1.14)  0.07
H (-2.55, 1.99, -1.20)  0.06
H (0.87, 1.44, 0.93)  0.07
H (1.16, 1.89, -0.75)  0.08
H (0.40, 0.25, -0.30)  0.05
N (1.18, -2.66, 0.89)  0.01
H (1.13, -3.13, 0.00)  0.00
H (0.81, -3.28, 1.59)  0.00
H (0.63, -1.81, 0.81)  -0.02

- energy relative to the best compared isomer or geometry (same formula, charge and spin) (kJ/mol) = 122.21
- SMILES = C=NC.N
- charge = 0
- electronic energy (eV) = -5182.4712
- multiplicity = 1
- max |F| (eV/A) = 2.99
- E_LUMO (hartree) = 0.035

5.
Formula: C5H7NO5S2
Source: the OMol25 dataset
Level of theory: ωB97M-V/def2-TZVPD

Each line ends with the Löwdin charge.
Element x y z (Å)
C (-0.35, 2.46, 0.97)  -0.05
C (-1.44, 1.73, 0.11)  -0.17
N (-0.92, 0.50, -0.47)  0.00
C (-0.77, -0.66, 0.24)  -0.47
O (-1.08, -0.82, 1.38)  0.16
C (0.00, -1.61, -0.59)  -0.21
S (1.45, -1.88, 0.41)  0.74
O (2.22, -0.72, 0.79)  -0.23
O (1.27, -2.94, 1.44)  -0.28
O (2.39, -2.74, -0.64)  -0.15
O (0.21, -0.93, -1.85)  0.00
C (-0.38, 0.31, -1.74)  -0.75
S (-0.50, 1.38, -3.03)  0.71
H (-0.70, 3.44, 1.32)  0.08
H (0.56, 2.56, 0.39)  0.07
H (-0.09, 1.85, 1.85)  0.08
H (-2.30, 1.49, 0.76)  0.13
H (-1.77, 2.43, -0.66)  0.10
H (-0.57, -2.51, -0.68)  0.17
H (2.76, -3.34, 0.00)  0.07

- energy relative to the best compared isomer or geometry (same formula, charge and spin) (kJ/mol) = 0.00
- SMILES = CCN1C(=O)[C@H](S(=O)(=O)O)OC1=S
- charge = 0
- electronic energy (eV) = -38695.3170
- multiplicity = 1
- max |F| (eV/A) = 6.28
- E_LUMO (hartree) = -0.017

6.
Formula: C3F9K3O9S3
Source: the OMol25 dataset
Level of theory: ωB97M-V/def2-TZVPD

Each line ends with the Mulliken spin population.
Element x y z (Å)
K (-33.44, -1.86, 10.27)  0.89
K (-37.01, -7.98, 4.43)  0.00
K (-31.57, -7.67, 9.97)  0.28
C (-38.27, -3.33, 3.07)  0.00
F (-37.59, -2.20, 3.32)  0.00
F (-39.62, -3.08, 3.14)  0.00
F (-37.90, -3.78, 1.84)  0.00
S (-37.81, -4.63, 4.48)  0.00
O (-38.17, -3.92, 5.71)  0.00
O (-38.71, -5.74, 4.26)  0.00
O (-36.41, -4.95, 4.32)  0.00
C (-38.38, -7.86, 7.98)  0.00
F (-38.17, -7.37, 9.25)  0.00
F (-37.59, -7.23, 7.10)  0.00
F (-38.18, -9.16, 7.96)  0.00
S (-40.30, -7.51, 7.56)  0.00
O (-40.37, -6.05, 7.26)  0.00
O (-40.66, -8.25, 6.35)  0.00
O (-41.04, -7.85, 8.74)  0.00
C (-35.05, -4.67, 7.75)  -0.03
F (-34.34, -4.11, 8.72)  -0.08
F (-36.32, -4.83, 8.10)  0.01
F (-35.01, -3.83, 6.69)  0.01
S (-34.20, -6.34, 7.20)  -0.10
O (-32.91, -5.97, 6.56)  0.01
O (-33.98, -7.07, 8.44)  0.01
O (-35.07, -6.96, 6.16)  -0.01

- charge = -1
- electronic energy (eV) = -127478.7029
- multiplicity = 2
- max |F| (eV/A) = 4.85
- E_LUMO (alpha / beta) (hartree) = 0.001 / 0.021

7.
Formula: BrHOS
Source: the OMol25 dataset
Level of theory: ωB97M-V/def2-TZVPD

Each line ends with the Löwdin charge.
Element x y z (Å)
O (-1.44, -0.37, 1.56)  -0.70
S (-1.93, -1.73, 1.73)  0.70
Br (1.59, 1.28, -2.30)  0.31
H (1.78, 0.81, -0.99)  -0.31

- energy relative to the best compared isomer or geometry (same formula, charge and spin) (kJ/mol) = 97.89
- SMILES = O=S.Br
- charge = 0
- electronic energy (eV) = -82939.4232
- multiplicity = 1
- max |F| (eV/A) = 1.37
- E_LUMO (alpha / beta) (hartree) = -0.058 / -0.058

> Look up the multiplicity of the fifth one.

1